99
Properties=species:S:1:pos:R:3:lowdin_charge:R:1 method="wB97M-V/def2-TZVPD" relative_energy_ev=0.840 homo_energy_ev=-10.69
F 3.451 -2.135 4.375 0.182
C 2.212 -1.731 4.538 -0.622
F 1.808 -2.176 5.689 0.206
F 2.243 -0.424 4.585 0.185
C 1.325 -2.274 3.345 -0.497
F 0.234 -2.774 3.900 0.151
F 2.001 -3.263 2.779 0.112
C 0.987 -1.180 2.390 -0.107
C 0.193 -1.635 1.178 -0.210
C 0.887 -2.631 0.235 -0.282
Si 2.583 -2.126 -0.379 0.520
O 2.517 -0.669 -1.242 -0.502
Si 3.835 0.318 -0.763 0.515
H 0.360 -0.493 2.941 0.137
H 1.875 -0.618 2.150 0.108
H -0.696 -2.123 1.560 0.112
H -0.176 -0.800 0.607 0.107
H 0.941 -3.633 0.635 0.063
H 0.253 -2.714 -0.644 0.076
H 3.241 -3.216 -1.117 -0.017
H 3.421 -1.871 0.815 -0.027
H 4.932 -0.536 -0.272 -0.067
H 3.462 1.198 0.363 -0.057
H 4.354 1.153 -1.857 -0.065
C 0.597 1.252 -2.939 -0.056
C 0.226 2.336 -1.950 -0.208
O -0.744 3.246 -2.490 0.024
C -2.005 2.811 -2.474 -0.621
O -2.388 1.755 -2.043 0.128
O -2.773 3.755 -3.027 -0.008
C -4.153 3.399 -3.139 -0.041
H 0.918 1.690 -3.885 0.087
H 1.402 0.638 -2.540 0.036
H -0.255 0.607 -3.155 0.082
H 1.101 2.942 -1.718 0.124
H -0.138 1.912 -1.013 0.122
H -4.553 3.073 -2.182 0.097
H -4.278 2.617 -3.886 0.099
H -4.682 4.291 -3.464 0.092
C 1.576 -6.254 3.126 -0.057
C 2.578 -7.126 2.400 -0.201
O 2.040 -8.428 2.126 0.043
C 1.226 -8.492 1.075 -0.606
O 0.935 -7.574 0.347 0.110
O 0.779 -9.744 0.969 0.013
C -0.169 -9.935 -0.086 -0.028
H 1.213 -6.758 4.023 0.088
H 2.028 -5.316 3.411 0.056
H 0.710 -6.045 2.496 0.074
H 3.453 -7.290 3.027 0.124
H 2.920 -6.658 1.477 0.122
H 0.217 -9.564 -1.033 0.102
H -1.103 -9.438 0.161 0.077
H -0.349 -11.002 -0.176 0.096
C -3.138 6.202 -0.177 -0.049
C -1.716 5.694 -0.277 -0.198
O -0.903 6.212 0.788 0.022
C -1.042 5.590 1.961 -0.594
O -1.761 4.653 2.188 0.132
O -0.248 6.193 2.860 -0.031
C -0.365 5.669 4.185 -0.031
H -3.150 7.291 -0.126 0.085
H -3.717 5.881 -1.043 0.072
H -3.626 5.827 0.723 0.079
H -1.264 6.046 -1.203 0.131
H -1.678 4.606 -0.289 0.113
H -0.230 4.590 4.192 0.096
H -1.333 5.931 4.609 0.100
H 0.421 6.132 4.775 0.095
C -5.502 -7.494 -3.915 -0.066
C -4.384 -6.474 -3.891 -0.214
O -4.136 -5.998 -2.561 0.038
C -3.405 -6.805 -1.790 -0.604
O -2.930 -7.863 -2.117 0.121
O -3.288 -6.236 -0.589 0.012
C -2.568 -7.026 0.359 -0.040
H -6.396 -7.090 -3.438 0.081
H -5.744 -7.770 -4.941 0.079
H -5.220 -8.396 -3.373 0.075
H -4.666 -5.596 -4.470 0.122
H -3.468 -6.874 -4.325 0.123
H -1.600 -7.329 -0.033 0.065
H -3.157 -7.900 0.637 0.101
H -2.412 -6.412 1.242 0.096
C 1.719 7.743 0.979 -0.057
C 2.075 9.207 1.109 -0.199
O 3.199 9.560 0.284 0.038
C 2.926 9.754 -1.005 -0.610
O 1.841 9.687 -1.524 0.121
O 4.072 10.043 -1.631 0.002
C 3.942 10.222 -3.041 -0.044
H 2.596 7.120 1.172 0.090
H 0.927 7.464 1.665 0.050
H 1.376 7.515 -0.029 0.077
H 2.380 9.429 2.130 0.122
H 1.224 9.847 0.876 0.124
H 3.168 10.950 -3.275 0.094
H 3.720 9.270 -3.522 0.098
H 4.898 10.589 -3.401 0.092